10 unconnected molecules or ions with the total composition C42H74F9N13O10S3 in a non-equilibrium geometry. Source: OMol25; level of theory: the ωB97M-V functional and the def2-TZVPD basis.

The HOMO-LUMO gap is 5.255 eV. Its net charge is +4. As for the highest occupied orbital energy: -14.0837 eV.

```
151
Properties=species:S:1:pos:R:3:forces:R:3
S 3.231731 -1.730165 -4.885211 1.0472 0.4806 0.7698
S 0.917686 -4.675557 1.014711 1.2199 -1.7302 0.6304
S -2.804964 -1.179211 -6.599601 0.7758 0.8085 -0.9113
F 3.408360 -3.249167 -6.997250 0.0486 -0.3128 -0.0481
F 1.384697 -2.853593 -6.341291 -0.0070 -0.2599 0.0295
F -2.036375 -2.777893 -4.494049 -0.1225 0.0164 0.1420
F 2.616331 -4.269211 -5.239080 -0.0041 -0.1919 -0.1066
F -1.690806 -5.479398 1.048955 -0.1972 0.6742 0.5841
F -1.304186 -3.799853 -0.302798 -0.3151 0.2952 -0.0250
F -0.654170 -5.848022 -0.749110 -0.0853 0.6289 -0.4326
F -4.205818 -2.610340 -4.759155 0.0521 0.3997 0.7140
F -3.087722 -3.810685 -6.103039 0.5295 0.0638 0.1413
O -2.449851 -0.076573 -5.656332 -0.8976 -0.5393 0.3406
O 3.191760 -0.568167 -5.774248 -0.6105 -0.0205 0.3118
O 0.580491 -3.983594 2.263085 -0.5209 1.2688 0.0822
O 1.411202 -6.010349 1.281209 -0.8527 0.6917 -0.5114
O -4.079758 -4.619970 -0.094365 -0.3597 -0.2054 0.4517
O 2.248502 -1.636802 -3.772884 0.3222 0.0942 -0.5836
O -4.040431 -1.013064 -7.345668 -0.2071 -0.0127 1.6796
O -1.715024 -1.515698 -7.465021 0.4467 -0.5713 0.6215
O 4.592417 -2.064134 -4.479244 -1.2307 -0.0957 -0.0226
O 1.752881 -3.920625 0.086248 -1.3468 0.5379 0.2253
N -4.717494 2.578807 -4.487896 1.0684 0.6154 0.0094
N 2.080360 2.525072 -3.910444 0.0419 0.8628 -0.7072
N -2.527026 -1.850432 6.446301 -1.0442 0.0594 0.8463
N -0.101219 -0.655320 -0.299552 -0.4775 1.3994 -1.5017
N -5.702178 -2.993553 0.203186 -0.6785 1.4211 -0.1697
N -1.224679 0.335542 -1.905633 0.1960 -0.1291 -0.5687
N 4.054220 -1.484390 7.295870 0.0414 0.2149 0.6665
N 1.106747 4.036532 -5.130855 1.7156 -0.1581 0.0024
N 5.927906 2.624967 0.405470 0.2435 1.7824 0.4535
N 4.313487 3.855697 1.216760 1.7752 -0.8550 -0.2577
N 2.524823 -1.638215 5.759854 1.5807 -1.3172 0.3884
N -4.798130 3.084417 -2.401116 0.3015 0.3508 0.2511
N -3.158916 -3.487555 7.806070 0.9718 2.7365 -1.0205
C -0.807344 -4.941771 0.212731 1.9520 -1.4371 0.0142
C 1.916548 3.850212 -4.076756 -0.6628 -0.5845 0.1292
C 0.851170 2.820205 -5.758045 0.2939 0.7449 1.4533
C 6.312937 -0.591701 7.638775 0.6420 0.3845 -0.7631
C 8.391287 2.289718 0.608727 0.2092 -1.4063 0.2193
C -3.452477 -4.787492 8.342753 -0.4982 -1.5241 -0.0341
C 5.339509 -1.680487 7.983953 0.5397 -0.8690 -0.2077
C 3.368619 4.919360 1.480083 0.4853 0.8435 0.2251
C -0.909157 0.387055 -0.612501 0.1893 0.0404 0.2656
C 1.704579 -2.173099 4.679470 -0.5895 -0.3344 -0.3265
C 1.736744 0.458725 1.004438 -0.3660 0.1295 0.1261
C 7.166559 2.399858 -0.297718 2.0483 -0.9520 -0.7581
C -1.913092 -1.825691 3.993616 -0.1108 -0.2863 -0.0716
C -3.256914 -2.278954 8.486073 -1.2669 -0.2689 0.5337
C 1.477303 1.904705 -4.967418 -0.4644 -1.4369 -0.3651
C -1.920903 1.334388 -2.710051 -1.0251 1.1560 0.6605
C -4.491167 -3.602928 -0.510740 0.8816 -0.6132 0.2064
C -4.626383 2.747864 -5.955966 -0.1452 1.0062 -1.0913
C -0.658473 -0.782178 -2.462495 1.0655 -0.1450 0.4133
C 0.694055 -0.696976 0.919028 0.9817 1.0919 0.3255
C -3.445920 3.632570 -6.406404 0.2621 -1.6407 0.1584
C -4.233782 3.429733 -3.564229 -1.4509 -0.8112 -0.6222
C 2.627695 -3.143243 -5.936037 -0.0359 1.1083 0.3500
C 0.884713 5.290422 -5.798279 -2.3317 2.4014 -0.3016
C -0.486283 5.924407 -5.340066 0.2685 -0.9968 0.3664
C -5.586444 1.968046 -2.571706 0.5648 -0.0199 -0.1871
C -5.472876 1.618217 -3.882973 -0.1193 -0.0088 -0.1698
C 5.288826 1.855663 1.339780 -0.6373 0.1080 -0.0079
C -4.526849 3.724436 -1.107282 0.1398 0.0153 -1.0003
C 2.308444 -0.485744 6.456903 -0.4060 0.2668 -0.0012
C 3.603589 -2.251717 6.312110 -0.9490 0.4720 -0.1116
C 3.256949 -0.381687 7.430976 -0.4024 0.3449 -0.9794
C 0.117508 -1.335074 -1.477822 0.1866 -0.9773 -0.1190
C -2.769918 -3.145823 6.558712 0.4977 -2.0308 0.2209
C 4.279161 2.628802 1.835786 -0.2946 -0.2425 -0.1694
C 2.818551 1.741302 -2.898505 -0.1414 0.7302 -0.2125
C 5.413403 3.854269 0.420457 -1.9256 -0.1515 0.0584
C -3.949979 -2.850812 -1.665879 -0.6673 -0.3416 -0.3223
C -3.013959 -2.687732 -5.404083 -0.6957 0.5410 -1.9268
C -2.945255 -1.267580 7.655181 0.1941 -0.1777 -1.0164
C -2.020911 -1.058729 5.320311 -0.1374 -0.4550 -1.3133
C -6.024198 -3.443022 1.590231 0.5502 -0.4431 -0.4703
H 3.959482 -3.248739 6.105945 0.0971 0.1141 -0.3387
H 1.465905 0.126628 6.182408 0.1708 0.2409 0.1867
H 8.474322 1.324371 1.121191 -0.8027 0.1456 0.4616
H -3.176839 3.511350 -7.456039 -0.7165 -0.1735 -0.1679
H -3.885619 -3.686393 -2.371868 0.3655 0.5612 -0.5146
H -2.834193 -5.120731 9.175821 0.2022 0.7408 0.0983
H 0.744641 -2.442668 5.116126 -0.1251 0.1419 -0.2629
H -4.495949 -4.821333 8.653164 0.0350 -0.0261 -0.0379
H -2.712444 -0.235562 5.147951 0.0492 0.1362 0.3838
H 3.873862 5.875841 1.346823 -0.0711 -0.0128 -0.1326
H -2.951305 -2.464416 -1.468356 0.0478 -0.1745 0.0713
H 2.509233 4.875172 0.815234 -0.0465 -0.1548 0.1490
H -1.703146 2.350401 -2.367176 0.2762 -0.1801 0.4514
H -3.228005 -0.228824 7.610647 0.5063 0.1368 0.6908
H 5.718555 4.691390 -0.185817 0.1748 -0.0774 -0.0024
H 6.123016 0.343921 8.163032 0.0958 -0.1270 0.2173
H 2.334095 4.634809 -3.470135 -0.0036 -0.0036 -0.0023
H 2.113833 1.068612 -2.415101 0.0884 -0.1458 -0.0669
H 0.839467 -2.141589 -1.528866 -0.1570 -0.1620 -0.0384
H 1.641329 0.835740 -5.015109 -0.2477 -0.2840 -0.5789
H 0.796298 5.126615 -6.869271 0.3102 -0.2553 0.0168
H -0.436929 6.309461 -4.319676 0.2013 -0.0630 0.0405
H -4.708843 1.764968 -6.415638 0.4188 -0.0636 0.0269
H 5.665885 -2.653012 7.612248 0.2851 0.0895 0.0885
H -5.087640 -3.267760 2.113928 -0.2539 -0.2306 0.4622
H -2.689626 -3.914845 5.804048 0.4128 0.2546 -0.1840
H -1.190061 1.183172 0.056795 0.0047 -0.0468 0.0067
H 3.600391 1.169964 -3.397975 -0.0575 -0.0731 0.0339
H -6.264673 -4.502185 1.554733 0.0213 0.0429 0.1685
H -5.767853 0.761997 -4.470800 -0.4346 0.0730 0.1475
H -0.773340 -1.041409 -3.506990 0.0757 0.0624 0.0148
H 3.488775 2.434691 2.539927 0.1651 -0.2207 0.0649
H -5.418497 3.588052 -0.503802 0.2494 0.1256 0.3151
H 1.193166 -1.659060 1.014930 -0.3173 -0.2655 -0.1035
H 5.299716 -1.775124 9.068954 -0.8186 0.0401 -0.0610
H -4.335816 4.775726 -1.312036 -0.1821 0.0645 0.2879
H -0.902947 6.727484 -5.943887 0.4643 -0.0724 -0.3658
H 7.390203 3.210935 -0.989847 -0.6722 0.2586 0.0852
H 0.038451 -0.477880 1.760282 -0.2527 -0.6201 0.0253
H -3.798562 -2.240940 9.418773 0.4019 0.0558 0.1940
H -2.992548 1.201538 -2.562143 -0.0263 -0.1662 -0.3472
H -3.613881 3.283038 -0.709142 -0.2408 -0.0505 0.4134
H -6.516569 -3.021125 -0.419097 -0.0278 -0.2959 -0.0231
H 1.252655 1.434467 1.119912 -0.2598 -0.0725 -0.0835
H -2.561245 3.182781 -5.942268 0.2327 0.8102 0.4294
H 0.217900 2.876414 -6.626557 0.2165 -0.7606 -0.1611
H 3.115318 4.870677 2.536837 -0.3523 -0.0423 -0.1296
H 9.296126 2.130351 0.018645 -0.0540 0.9939 -0.3449
H 3.476158 0.461544 8.062792 0.0247 -0.2418 0.2734
H -1.036417 -0.671760 5.574623 -0.0819 0.0969 0.2699
H -1.135371 -2.589668 3.962002 -0.0970 -0.1338 0.1186
H 5.562193 0.833655 1.539791 0.0638 0.0477 -0.0127
H 3.224738 2.448887 -2.175537 0.1127 -0.0923 0.0039
H -1.696202 1.383563 -3.774672 0.2305 -1.0963 0.0099
H 7.324009 -0.949990 7.832260 -0.0374 0.1828 0.4162
H -3.276456 -5.554649 7.588526 -0.2139 0.2117 -0.2206
H -4.604597 -2.071448 -2.055541 0.0117 -0.0705 -0.0568
H -6.112714 1.545184 -1.734920 -0.0410 -0.1089 -0.1078
H 8.466236 3.097639 1.332505 0.2115 0.1009 -0.1741
H -2.858286 -2.276768 3.687916 -0.0728 -0.1673 0.3126
H 2.303785 0.333076 1.929100 0.1167 -0.2319 -0.0935
H -1.683814 -1.165123 3.157030 0.1564 0.3563 0.2994
H -1.208321 5.102508 -5.338328 -0.1538 0.1555 -0.0312
H -6.848308 -2.844561 1.967737 0.0339 -0.0507 0.0224
H 6.335199 -0.349836 6.572667 -0.2661 -0.1602 -0.0530
H -5.486793 3.346934 -6.260033 -0.4660 -0.4804 0.2482
H -3.609186 4.279568 -3.780615 -0.0527 0.0460 0.1568
H -3.682576 4.684785 -6.268177 0.4913 0.0393 0.4485
H 1.632283 6.064838 -5.647295 0.5493 -0.5648 0.1966
H 1.608041 -1.472333 3.851057 -0.1635 0.3264 0.3209
H 7.087330 1.514866 -0.931720 -0.2022 -0.0783 0.1867
H 2.063142 -3.070699 4.173088 0.4837 -0.0981 0.5111
H -5.477626 -1.998421 0.264858 -0.1256 0.0651 -0.1229
H 2.436745 0.584222 0.181114 -0.0108 -0.5539 -0.1590
```
Positions in Å, forces in eV/Å.